(1)
# C18H26O4S

A single C18H26O4S molecule (ωB97M-V/def2-TZVPD, the OMol25 dataset).

```
49
Properties=species:S:1:pos:R:3
O 3.590 4.983 3.130
C 5.022 -1.179 -0.187
C 4.630 -0.483 0.807
O 2.526 4.156 1.205
O 1.730 -0.452 1.310
O 2.939 2.572 3.158
C 0.668 0.462 -0.676
C -0.611 -0.777 0.964
C -0.488 0.618 -1.435
C -1.764 -0.541 0.225
C 0.624 -0.273 0.519
C -1.722 0.088 -1.028
S 2.383 4.166 2.853
C 5.424 -2.123 -1.248
C 0.756 1.312 5.046
C -2.820 1.075 -3.145
C -3.645 -1.073 -2.136
C -3.998 1.128 -0.946
C 4.040 0.193 1.944
C 1.722 0.651 4.081
C 2.591 0.684 1.618
C 2.015 1.507 2.803
C -3.027 0.290 -1.832
H 3.456 4.432 1.061
H 1.589 0.811 -1.073
H -0.656 -1.326 1.910
H -0.338 1.160 -2.393
H -2.733 -0.913 0.618
H 5.879 -3.026 -0.854
H 6.102 -1.642 -1.897
H 4.555 -2.439 -1.822
H -0.212 1.465 4.557
H 1.096 2.296 5.336
H 0.583 0.666 5.943
H -2.359 2.026 -2.929
H -2.144 0.537 -3.828
H -3.784 1.224 -3.645
H -2.943 -1.590 -2.820
H -4.636 -0.989 -2.582
H -3.739 -1.677 -1.231
H -3.566 2.092 -0.646
H -4.897 1.349 -1.518
H -4.342 0.564 -0.046
H 4.698 1.026 2.266
H 3.968 -0.481 2.836
H 1.327 -0.338 3.781
H 2.676 0.455 4.652
H 2.697 1.346 0.770
H 1.067 1.921 2.456
```

2S+1: 1
E_tot: -1400.527510 a.u.
HOMO energy: -8.5133 eV
net charge: 0
gap between HOMO and LUMO: 9.110 eV

Löwdin analysis output, partial charges in e: number 1, O, carries -0.43; number 2, C, carries -0.04; number 3, C, carries -0.02; number 4, O, carries -0.28; number 5, O, carries -0.03; number 6, O, carries -0.32; number 7, C, carries 0.00; number 8, C, carries 0.00; number 9, C, carries -0.02; number 10, C, carries -0.04; number 11, C, carries -0.26; number 12, C, carries -0.18; number 13, S, carries 1.00; number 14, C, carries -0.11; number 15, C, carries -0.11; number 16, C, carries -0.07; number 17, C, carries -0.05; number 18, C, carries -0.05; number 19, C, carries -0.14; number 20, C, carries -0.19; number 21, C, carries -0.24; number 22, C, carries -0.32; number 23, C, carries -0.56; number 24, H, carries 0.07; number 25, H, carries 0.11; number 26, H, carries 0.12; number 27, H, carries 0.12; number 28, H, carries 0.12; number 29, H, carries 0.08; number 30, H, carries 0.05; number 31, H, carries 0.08; number 32, H, carries 0.07; number 33, H, carries 0.06; number 34, H, carries 0.09; number 35, H, carries 0.07; number 36, H, carries 0.09; number 37, H, carries 0.09; number 38, H, carries 0.10; number 39, H, carries 0.08; number 40, H, carries 0.07; number 41, H, carries 0.09; number 42, H, carries 0.07; number 43, H, carries 0.09; number 44, H, carries 0.13; number 45, H, carries 0.14; number 46, H, carries 0.12; number 47, H, carries 0.13; number 48, H, carries 0.13; number 49, H, carries 0.13


(2)
# C13H28Cl2NO2

2 unconnected molecules or ions with the total composition C13H28Cl2NO2 (ωB97M-V/def2-TZVPD, the OMol25 dataset).

```
46
Properties=species:S:1:pos:R:3
C -0.384 5.643 -1.117
O -1.562 4.957 -0.543
C -1.757 3.620 -1.137
C -0.670 2.513 -0.600
C -0.352 2.580 1.008
C -1.387 1.719 1.946
C -1.338 0.096 1.657
C 0.050 -0.585 2.202
C -0.081 -2.250 2.120
C 1.189 -2.840 2.969
O 1.794 -4.066 2.429
C 2.035 -3.941 0.956
C 0.502 -3.931 0.287
N -0.090 -2.587 0.647
H 0.646 5.212 -0.752
H -0.451 5.637 -2.308
H -0.444 6.791 -0.809
H -2.886 3.308 -0.994
H -1.588 3.707 -2.311
H -1.087 1.443 -0.923
H 0.360 2.624 -1.174
H -0.375 3.698 1.411
H 0.747 2.197 1.169
H -2.486 2.145 1.813
H -1.090 1.932 3.068
H -2.237 -0.429 2.219
H -1.450 -0.172 0.500
H 0.915 -0.256 1.460
H 0.389 -0.233 3.271
H -1.108 -2.494 2.677
H 1.971 -1.963 3.168
H 0.767 -3.127 4.048
H 2.674 -4.830 0.524
H 2.579 -2.904 0.724
H -0.124 -4.859 0.665
H 0.688 -4.000 -0.884
H 0.349 -1.831 0.045
H -1.110 -2.622 0.345
Cl 0.348 -3.296 -3.817
C 0.131 -1.534 -3.960
C 1.409 -0.771 -3.653
Cl 1.862 -0.880 -1.934
H -0.685 -1.237 -3.294
H -0.182 -1.337 -4.990
H 1.271 0.291 -3.878
H 2.250 -1.137 -4.250
```

2S+1: 1
E_tot: -1637.311436 a.u.
HOMO energy: -12.0345 eV
net charge: +1
gap between HOMO and LUMO: 9.177 eV

Löwdin analysis output, partial charges in e: number 1, C, carries -0.12; number 2, O, carries -0.27; number 3, C, carries -0.22; number 4, C, carries -0.19; number 5, C, carries -0.20; number 6, C, carries -0.19; number 7, C, carries -0.21; number 8, C, carries -0.16; number 9, C, carries -0.22; number 10, C, carries -0.14; number 11, O, carries -0.19; number 12, C, carries -0.11; number 13, C, carries -0.09; number 14, N, carries 0.02; number 15, H, carries 0.10; number 16, H, carries 0.11; number 17, H, carries 0.11; number 18, H, carries 0.14; number 19, H, carries 0.12; number 20, H, carries 0.10; number 21, H, carries 0.11; number 22, H, carries 0.13; number 23, H, carries 0.11; number 24, H, carries 0.13; number 25, H, carries 0.12; number 26, H, carries 0.12; number 27, H, carries 0.10; number 28, H, carries 0.12; number 29, H, carries 0.14; number 30, H, carries 0.18; number 31, H, carries 0.15; number 32, H, carries 0.16; number 33, H, carries 0.16; number 34, H, carries 0.14; number 35, H, carries 0.17; number 36, H, carries 0.12; number 37, H, carries 0.11; number 38, H, carries 0.20; number 39, Cl, carries 0.56; number 40, C, carries -0.65; number 41, C, carries -0.63; number 42, Cl, carries 0.56; number 43, H, carries 0.06; number 44, H, carries 0.08; number 45, H, carries 0.08; number 46, H, carries 0.08


(3)
# C3H5IO2

A single C3H5IO2 molecule (ωB97M-V/def2-TZVPD, the OMol25 dataset).

```
11
Properties=species:S:1:pos:R:3
C 0.643 1.674 0.034
C 0.916 0.435 0.366
C 0.083 -0.953 -0.431
O -0.072 -1.831 0.612
O -1.097 -0.574 -0.942
I -2.583 0.275 0.087
H 0.730 2.528 0.753
H 0.434 1.913 -0.972
H 1.111 0.264 1.383
H 0.625 -1.244 -1.260
H -0.791 -2.488 0.370
```

2S+1: 1
E_tot: -565.366223 a.u.
SMILES string: C=C[C@@H](O)OI
HOMO energy: -9.3798 eV
net charge: 0
gap between HOMO and LUMO: 8.553 eV

Löwdin analysis output, partial charges in e: number 1, C, carries -0.08; number 2, C, carries -0.06; number 3, C, carries -0.53; number 4, O, carries -0.04; number 5, O, carries -0.68; number 6, I, carries 0.96; number 7, H, carries 0.08; number 8, H, carries 0.04; number 9, H, carries 0.06; number 10, H, carries 0.12; number 11, H, carries 0.13


(4)
# CH3NO

A single CH3NO molecule (ωB97M-V/def2-TZVPD, the OMol25 dataset).

```
6
Properties=species:S:1:pos:R:3
C 0.735 -0.128 -0.034
N -0.301 -0.863 -0.009
O -1.519 -0.219 -0.035
H 0.682 0.970 -0.057
H 1.782 -0.495 0.034
H -1.380 0.735 0.101
```

2S+1: 1
E_tot: -169.814767 a.u.
SMILES string: C=NO
HOMO energy: -10.3881 eV
net charge: 0
gap between HOMO and LUMO: 11.379 eV

Löwdin analysis output, partial charges in e: number 1, C, carries -0.06; number 2, N, carries -0.09; number 3, O, carries -0.07; number 4, H, carries 0.07; number 5, H, carries 0.08; number 6, H, carries 0.08


Q: Among the records above, which one has the lowest E_tot?
A: C13H28Cl2NO2


Q: The lowest HOMO energy belongs to which entry?
A: C13H28Cl2NO2